Formula: C18H23N3O4S
Source: the Open Molecules 2025 dataset
Level of theory: ωB97M-V with the def2-TZVPD basis set

Last column: Mulliken charge in e.
Atoms and positions in Å:
1 C 0.448 2.875 1.590  -0.665
2 O 0.475 2.809 0.188  -0.464
3 C 0.398 1.489 -0.289  0.485
4 C 0.510 1.524 -1.817  -1.579
5 N 0.154 0.248 -2.372  0.558
6 C 0.947 -0.865 -2.327  0.429
7 S 2.591 -0.832 -1.759  -0.217
8 C 2.798 -2.601 -1.353  -0.846
9 C 2.856 -2.754 0.155  0.202
10 O 3.820 -3.245 0.693  -0.585
11 C 1.717 -2.193 0.919  0.119
12 C 0.400 -2.218 0.460  -0.366
13 C -0.607 -1.665 1.224  -0.737
14 C -0.326 -1.072 2.450  0.689
15 C 0.995 -1.035 2.914  0.707
16 C 1.999 -1.612 2.153  -0.994
17 O 1.335 -0.450 4.103  -0.484
18 C 0.311 0.333 4.676  -0.256
19 C -1.040 -0.368 4.542  -0.517
20 O -1.361 -0.553 3.179  -0.454
21 N 0.303 -1.913 -2.759  -0.359
22 N -0.931 -1.507 -3.097  -0.814
23 C -1.035 -0.229 -2.870  0.450
24 C -2.278 0.535 -3.175  0.452
25 C -2.046 1.554 -4.295  -1.302
26 C -2.889 1.189 -1.933  -1.283
27 H 1.300 2.337 2.025  0.269
28 H 0.510 3.929 1.853  0.366
29 H -0.484 2.451 1.985  0.240
30 H -0.560 1.030 0.005  0.172
31 H 1.207 0.875 0.135  0.220
32 H -0.152 2.298 -2.204  0.286
33 H 1.537 1.765 -2.104  0.337
34 H 1.952 -3.114 -1.809  0.533
35 H 3.735 -2.939 -1.794  0.481
36 H 0.147 -2.702 -0.470  0.584
37 H -1.633 -1.696 0.894  0.475
38 H 3.013 -1.594 2.520  0.499
39 H 0.580 0.474 5.724  0.373
40 H 0.263 1.311 4.176  0.050
41 H -1.842 0.233 4.971  0.362
42 H -0.996 -1.342 5.047  0.293
43 H -2.978 -0.222 -3.543  0.315
44 H -1.380 2.354 -3.981  0.235
45 H -1.611 1.064 -5.163  0.368
46 H -2.994 1.997 -4.587  0.420
47 H -3.874 1.580 -2.178  0.471
48 H -3.002 0.456 -1.137  0.272
49 H -2.280 2.012 -1.568  0.209

ΔE to the lowest compared entry with this formula, charge and spin   321.1 kJ/mol
Gap between HOMO and LUMO   8.887 eV
HOMO level   -0.311 hartree
E   -42533.861 eV
F_max   1.15 eV/A
SMILES   COCCn1c(SCC(=O)c2ccc3c(c2)OCCO3)nnc1C(C)C